(1)
Here is C20H24N2O7S in the gas phase from the Open Molecules 2025 dataset. Energies are from ωB97M-V with the def2-TZVPD basis set.

LUMO ... 0.481 eV
SMILES string ... CCOC(=O)N1CCN(C(=O)c2ccc(CS(=O)(=O)c3ccccc3OC)o2)CC1
HOMO ... -8.819 eV
Frontier orbital gap ... 0.34176 Eh
Molecular weight ... 436.486 g mol⁻¹
Energy above the lowest of the compared OMol25 structures with the same formula, charge and spin ... 6.23 kJ/mol

Geometry as XYZ:
```
54
Properties=species:S:1:pos:R:3:forces:R:3:nbo_charge:R:1
C 4.090 2.052 1.662 0.0421 -0.3580 -0.3267 -0.629
C 4.649 0.796 1.010 0.2426 0.0833 0.5365 -0.076
O 3.843 0.387 -0.097 -0.1810 0.0493 -0.2075 -0.525
C 3.096 -0.722 0.066 -0.0078 -0.1319 -0.2301 0.904
O 3.039 -1.374 1.087 0.0739 -0.0682 0.4851 -0.683
N 2.427 -1.032 -1.066 0.0258 0.0912 -0.0022 -0.451
C 1.529 -2.162 -1.086 -0.2512 -0.1455 0.1148 -0.230
C 0.093 -1.672 -1.258 -0.0016 -0.3824 0.4768 -0.224
N 0.006 -0.789 -2.406 0.1249 0.0848 -0.0181 -0.430
C -1.116 -0.133 -2.803 0.5112 -0.0710 -0.0807 0.640
O -1.118 0.581 -3.795 -0.3332 0.0837 -0.0280 -0.625
C -2.351 -0.290 -2.024 -1.1171 0.5144 -0.3512 0.144
C -3.594 0.185 -2.369 0.8029 -0.2630 0.0661 -0.214
C -4.456 -0.127 -1.301 0.3364 -0.4404 0.4600 -0.287
C -3.691 -0.772 -0.366 -0.6523 0.2027 -0.7883 0.278
C -3.969 -1.162 1.020 0.6206 0.9071 0.4555 -0.680
S -3.701 0.386 2.013 -0.2465 -0.3155 0.2297 2.177
O -3.650 0.052 3.408 0.2279 -0.1910 -0.0018 -0.923
O -4.700 1.331 1.596 -0.0034 0.1477 -0.3886 -0.947
C -2.109 0.981 1.433 -0.5582 -0.4577 0.3580 -0.417
C -2.071 2.114 0.649 -0.0639 0.0821 -0.0640 -0.160
C -0.857 2.596 0.190 0.0097 0.0404 -0.0127 -0.253
C 0.309 1.941 0.552 -0.1224 0.0698 -0.0345 -0.116
C 0.275 0.804 1.340 -0.0659 -0.2838 0.2371 -0.370
C -0.948 0.286 1.769 0.2003 0.1169 -0.0314 0.414
O -1.102 -0.868 2.452 -0.0886 0.1537 -0.1836 -0.509
C 0.041 -1.474 3.026 0.2299 -0.1932 0.0699 -0.260
O -2.417 -0.876 -0.800 0.1038 -0.2021 0.0375 -0.410
C 1.235 -0.559 -3.137 0.1900 0.2159 -0.1864 -0.241
C 2.346 -0.114 -2.190 0.0914 0.2742 -0.2931 -0.210
H 3.112 1.859 2.095 -0.0981 -0.0031 0.0734 0.210
H 4.000 2.849 0.927 -0.0121 0.1213 -0.0271 0.210
H 4.763 2.377 2.451 0.0554 0.0660 0.1021 0.221
H 5.645 0.986 0.602 -0.1251 -0.0649 0.0338 0.185
H 4.697 -0.026 1.731 0.0671 0.1596 -0.1705 0.213
H 1.635 -2.687 -0.135 -0.0772 0.0253 -0.1865 0.254
H 1.813 -2.844 -1.893 -0.0263 -0.0104 0.0900 0.195
H -0.580 -2.528 -1.383 0.0862 0.0399 0.0932 0.205
H -0.200 -1.128 -0.355 0.1078 -0.2180 -0.0988 0.218
H -3.833 0.693 -3.280 0.0333 0.1138 -0.2054 0.247
H -5.498 0.101 -1.219 -0.2391 0.0673 0.1036 0.242
H -5.000 -1.454 1.185 -0.0860 0.0610 0.0897 0.266
H -3.269 -1.895 1.406 0.0201 -0.1140 0.0449 0.263
H -3.006 2.600 0.418 -0.0865 0.0901 -0.0785 0.253
H -0.820 3.474 -0.435 -0.0104 0.0961 -0.0537 0.223
H 1.264 2.318 0.217 0.1149 0.0275 -0.0257 0.208
H 1.194 0.307 1.607 0.1151 -0.1133 0.0494 0.241
H 0.768 -1.787 2.271 -0.0373 0.0528 0.0127 0.196
H -0.332 -2.347 3.558 0.0506 0.0468 -0.0092 0.204
H 0.527 -0.800 3.736 -0.0174 0.0192 -0.0404 0.186
H 1.528 -1.466 -3.676 -0.0059 0.0920 -0.0294 0.191
H 1.027 0.224 -3.869 0.1437 -0.1788 0.0920 0.267
H 2.133 0.892 -1.814 0.0018 -0.0658 -0.1283 0.207
H 3.303 -0.084 -2.721 -0.1146 0.0763 -0.0294 0.206
```
Forces are in eV/Å.

(2)
Here is a 2-piece molecular cluster, C4H13NO3 overall from the Open Molecules 2025 dataset. Energies are from ωB97M-V with the def2-TZVPD basis set.

LUMO ... 0.810 eV
SMILES string ... C[C@H](CO)NCO.O
HOMO ... -8.951 eV
Frontier orbital gap ... 0.35871 Eh
Molecular weight ... 123.152 g mol⁻¹
Energy above the lowest of the compared OMol25 structures with the same formula, charge and spin ... 255.67 kJ/mol

Geometry as XYZ:
```
21
Properties=species:S:1:pos:R:3:forces:R:3:nbo_charge:R:1
C 1.178 1.742 -0.196 1.4336 0.2048 0.9011 -0.654
C -0.067 1.248 0.547 -0.8734 -0.7133 -0.8747 -0.086
C 0.323 1.005 1.999 -0.7527 -0.6668 1.4718 -0.061
O 0.264 2.170 2.813 0.5240 0.9519 -0.8664 -0.740
N -0.679 0.019 0.014 -0.0129 0.3859 0.9615 -0.643
C -1.650 0.132 -1.040 2.6578 -1.6472 -0.7709 0.074
O -1.010 0.474 -2.284 -0.3204 1.1193 -0.5574 -0.749
H 2.035 1.021 -0.211 -0.7820 -0.0256 0.9143 0.209
H 1.234 1.926 -1.269 -1.0957 0.8358 0.0617 0.218
H 1.499 2.582 0.475 0.1901 -0.2212 -1.2378 0.227
H -0.932 1.946 0.526 0.8502 0.2283 0.1271 0.201
H 1.320 0.562 2.096 0.0669 0.0520 -0.3101 0.160
H -0.378 0.284 2.441 0.0666 -0.0738 -0.4498 0.180
H -0.134 2.004 3.660 -0.1820 -0.3678 0.2167 0.477
H 0.044 -0.665 -0.167 -0.2790 -0.1410 -0.3468 0.362
H -1.789 -0.917 -1.365 -1.5537 0.4509 0.9888 0.196
H -2.475 0.799 -0.749 0.0987 -0.4915 -0.2644 0.173
H -0.694 1.382 -2.267 -0.0362 0.1144 0.0356 0.457
O 0.344 -5.940 -1.559 -1.7339 -0.2201 0.7237 -0.969
H 0.471 -5.579 -2.429 0.9944 -0.0013 -0.0999 0.485
H 1.095 -6.193 -1.034 0.7397 0.2264 -0.6241 0.484
```
Forces are in eV/Å.

(3)
Here is an isolated ion of composition C6H11N2O2 and charge +1 from the Open Molecules 2025 dataset. Energies are from ωB97M-V with the def2-TZVPD basis set.

LUMO ... -4.764 eV
SMILES string ... CC1=CC(C)(C)/[N+](=N/O)O1
HOMO ... -13.880 eV
Net charge ... +1
Frontier orbital gap ... 0.33503 Eh
Molecular weight ... 143.166 g mol⁻¹
Energy above the lowest of the compared OMol25 structures with the same formula, charge and spin ... 748.02 kJ/mol

Geometry as XYZ:
```
21
Properties=species:S:1:pos:R:3:forces:R:3:nbo_charge:R:1
C 2.062 2.261 -0.030 3.6898 1.4072 0.1114 -0.725
C 1.329 1.071 -0.029 -4.5991 -2.5773 0.7086 0.383
C 1.257 -0.234 0.029 2.3863 -0.3658 1.4410 -0.283
C -0.090 -0.823 0.034 -2.1805 -2.4302 -1.3304 0.118
C -0.444 -1.478 -1.389 -0.7960 -1.4935 1.9580 -0.626
C -0.495 -1.830 1.245 0.3733 1.8887 -3.5319 -0.577
N -1.044 0.349 0.106 1.4339 -0.4212 -0.4040 0.210
N -2.311 0.170 0.143 2.7430 0.5966 0.5846 0.230
O -3.178 1.153 0.286 1.0575 1.1859 -0.2509 -0.417
O -0.198 1.414 -0.069 -2.3485 2.7099 0.1359 -0.363
H 1.543 3.092 0.356 -0.9460 0.8079 0.5722 0.277
H 2.313 2.501 -1.048 0.1696 0.2829 -0.5951 0.271
H 3.070 2.268 0.524 -1.5518 -0.6107 -0.6617 0.292
H 2.162 -0.774 0.364 -0.7349 -0.1626 -0.7786 0.278
H -0.372 -0.926 -2.313 -0.1138 0.7366 0.1865 0.248
H -1.371 -2.127 -1.319 0.4822 1.4359 -0.0805 0.240
H 0.253 -2.261 -1.446 1.4531 -1.0297 -0.4106 0.234
H -0.528 -1.162 2.074 -0.2539 -0.1720 1.0893 0.225
H 0.251 -2.609 1.293 -0.1302 -0.2681 0.2217 0.244
H -1.460 -2.106 0.801 0.1051 -0.6367 1.2709 0.239
H -2.751 2.052 0.388 -0.2394 -0.8841 -0.2364 0.501
```
Forces are in eV/Å.

(4)
Here is C6H5Cl2FeNO3Ru as an isolated structure from the Open Molecules 2025 dataset. Energies are from ωB97M-V with the def2-TZVPD basis set.

Multiplicity ... 11
⟨S²⟩ ... 30.05
LUMO (spin up / spin down) ... -15.642 / -21.959 eV
HOMO (spin up / spin down) ... -20.920 / -23.789 eV
Net charge ... +4
Frontier orbital gap (spin up / spin down) ... 0.19396 / 0.06728 Eh
Molecular weight ... 366.931 g mol⁻¹
Energy above the lowest of the compared OMol25 structures with the same formula, charge and spin ... 175.53 kJ/mol

Geometry as XYZ:
```
19
Properties=species:S:1:pos:R:3:forces:R:3:nbo_charge:R:1
Ru -0.140 3.994 -2.682 1.4701 -4.4777 4.7947 0.942
Fe 1.073 -0.383 -0.564 5.6058 2.2161 1.5386 1.472
Cl -0.262 3.310 -0.517 0.3173 -0.6601 -0.4984 -0.317
Cl 2.797 -0.594 -1.800 -0.0909 0.0055 0.2120 0.125
C -0.382 -0.710 -1.527 -8.4536 -5.1414 -9.9749 0.351
C -1.016 5.554 -2.389 -7.0828 12.0033 3.1762 0.374
C 0.162 4.204 -4.494 3.1249 -1.0012 -12.3910 0.383
O -0.934 -1.275 -2.407 3.1874 3.8148 5.9165 -0.134
O -1.612 6.558 -2.153 3.7581 -6.2386 -1.6562 -0.196
O 0.407 4.191 -5.646 -1.5877 0.6375 6.2232 -0.157
C -0.505 -3.656 2.607 4.7408 0.9712 2.5820 -0.476
C 0.264 -2.426 3.156 -2.7166 -1.4453 -1.8727 -0.552
C 0.572 -1.404 2.176 0.3209 0.8790 -1.9636 0.639
N 0.786 -0.719 1.258 -0.4454 -1.8153 3.6074 -0.554
H -1.515 -3.331 2.311 -2.0566 0.2223 -1.2136 0.476
H -0.625 -4.476 3.313 -0.4501 0.1721 0.7429 0.352
H 0.025 -4.044 1.729 -0.7316 -0.0484 -1.5904 0.359
H -0.292 -2.015 4.010 0.1347 0.4172 1.1759 0.437
H 1.199 -2.777 3.618 0.9554 -0.5110 1.1915 0.473
```
Forces are in eV/Å.

energy above the lowest of the compared OMol25 structures with the same formula, charge and spin of number 3 (C6H11N2O2)?
748.02 kJ/mol

Among the records above, which one has the lowest energy above the lowest of the compared OMol25 structures with the same formula, charge and spin?
C20H24N2O7S

The highest energy above the lowest of the compared OMol25 structures with the same formula, charge and spin belongs to which entry?
C6H11N2O2